No. 1
Density functional theory data (ωB97M-V/def2-TZVPD) for a structure of composition C21H27N3O5.

XYZ file:
```
56
Properties=species:S:1:pos:R:3:forces:R:3
C -4.287 -1.708 -0.671 3.399 -2.699 -9.431
H -4.702 -1.266 0.082 -2.290 2.130 4.705
H -3.908 -0.829 -1.484 -1.210 -2.298 2.024
H -4.952 -2.437 -1.278 0.315 1.575 0.942
C -3.067 -2.628 -0.421 -6.515 6.485 11.380
C -2.445 -3.226 -1.391 1.663 -4.123 -4.793
H -2.257 -2.552 -2.067 1.162 4.094 -4.343
H -3.054 -3.893 -1.972 -0.383 -0.852 0.324
H -1.515 -3.570 -1.202 2.769 -2.004 1.156
C -3.411 -3.525 0.795 -5.564 0.793 -9.269
H -2.609 -3.782 1.173 7.769 -4.375 3.127
H -4.235 -4.122 0.288 1.697 -0.900 0.798
H -3.907 -3.170 1.533 -3.328 3.717 4.500
O -2.092 -1.422 0.278 1.066 -7.061 -8.692
C -2.438 -0.736 1.170 -5.199 3.955 12.376
O -3.549 -0.755 2.014 4.237 0.095 -4.994
N -1.328 -0.110 1.683 -1.971 4.811 3.972
H -0.608 -0.006 1.088 3.118 -0.199 -2.909
C -1.459 1.357 2.356 -2.761 -5.067 5.698
H -2.445 1.095 3.189 2.711 0.734 -2.652
C -1.899 2.462 1.442 9.203 5.579 13.421
C -0.708 3.173 1.075 4.181 -1.794 -8.754
C -0.907 4.031 -0.269 -2.815 -5.277 2.090
C -0.786 3.174 -1.455 5.839 0.323 -7.785
C -1.658 2.115 -1.957 6.902 -4.004 5.393
O -2.760 2.023 -1.948 -9.987 0.696 -1.983
N -1.054 0.528 -1.547 3.660 11.663 -2.283
N 0.260 0.725 -1.283 -1.249 -11.022 1.322
C 0.645 -0.633 -0.986 5.340 6.801 0.028
C 2.151 -0.793 -0.666 -5.581 10.111 0.782
C 2.708 -1.866 -0.864 0.759 -10.233 -2.008
O 3.934 -2.288 -0.651 2.671 2.720 1.502
C 4.811 -1.208 -0.112 -2.408 -2.371 -0.023
C 6.093 -1.684 0.108 0.918 3.847 0.867
C 6.944 -0.625 0.535 -2.157 3.496 0.148
C 6.565 0.953 0.716 -4.627 -11.388 -5.494
C 5.234 1.061 0.251 3.514 3.605 5.412
C 4.311 0.082 0.279 -2.252 -2.811 -5.420
C 2.883 0.442 -0.237 -1.642 3.473 3.752
O 2.328 1.636 0.032 3.440 -6.150 -1.827
H 4.905 1.981 0.690 -1.106 1.171 -1.069
H 7.069 1.595 1.233 3.318 3.815 2.382
H 7.912 -0.839 0.762 2.644 -0.804 0.723
H 6.397 -2.717 0.037 -0.003 0.101 -0.230
H 2.050 -2.795 -1.212 1.399 1.914 0.597
H 0.291 -1.576 -1.227 -2.067 -1.179 -0.596
H -1.595 -0.217 -1.534 -2.658 -4.576 0.152
H 0.438 2.629 -1.657 -3.792 2.227 0.916
H -0.923 3.873 -2.575 0.627 -1.351 3.117
H -0.353 4.836 -0.323 3.290 3.822 -0.387
H -1.894 4.352 -0.316 -2.177 1.017 0.394
H -0.085 3.749 1.621 0.983 1.592 3.141
H 0.316 2.364 0.548 -3.164 1.865 1.944
H -2.299 3.141 2.226 -1.222 -0.222 -0.994
H -2.424 2.084 0.863 -8.978 -5.236 -10.114
H -0.630 1.515 3.239 -1.489 -0.228 -3.034
```
Forces are in eV/Å.

Values from the calculation:
Kohn-Sham gap ... 7.37 eV
Highest occupied orbital energy ... -7.7 eV
2S+1 ... 1
E_tot ... -1356.0903 hartree
ΔE to the lowest compared entry with this formula, charge and spin ... 25.2222 eV

---

No. 2
Density functional theory data (ωB97M-V/def2-TZVPD) for a cluster of 13 separate species, C38H110N16O13 in total.

XYZ file:
```
177
Properties=species:S:1:pos:R:3:forces:R:3
C 5.168 5.398 2.301 -0.674 -1.609 0.240
C 4.665 3.956 2.584 0.418 -0.554 -0.647
O 5.224 2.960 1.667 -0.382 0.828 1.172
H 6.114 5.306 1.767 0.251 0.324 0.522
H 5.193 5.847 3.294 0.445 0.647 -0.379
H 4.475 5.922 1.643 -0.035 0.134 0.189
H 3.575 3.955 2.617 -0.288 -0.171 -0.585
H 4.895 3.560 3.574 0.618 0.394 0.068
H 4.680 2.931 0.877 -0.314 0.076 -0.519
C 1.071 6.968 1.475 2.466 5.594 -1.727
O 1.870 7.826 1.841 1.666 0.084 1.332
N 0.708 6.994 0.247 -1.533 -1.301 -4.960
N 0.344 6.311 2.259 -1.907 -3.237 4.856
H 1.083 7.666 -0.408 0.193 -0.473 -0.069
H 0.127 6.220 -0.041 0.013 0.515 -0.707
H -0.226 5.525 1.979 0.042 -0.327 0.503
H 0.801 6.492 3.141 -0.935 -1.072 0.879
C 5.097 2.913 -1.666 0.594 -0.119 1.273
O 4.196 2.978 -0.874 -3.591 0.133 1.584
N 4.956 2.598 -2.925 -0.302 -0.618 -2.306
N 6.287 3.218 -1.272 4.927 0.496 0.450
H 3.984 2.471 -3.167 0.085 -0.910 -0.702
H 5.685 2.011 -3.305 -0.419 0.171 -0.495
H 7.063 2.959 -1.864 0.003 0.412 0.098
H 6.542 3.473 -0.328 -0.612 -0.317 0.099
C -0.876 3.075 6.748 -0.448 -1.358 1.995
O -1.341 2.415 7.653 -1.263 -1.083 0.756
N -0.992 2.738 5.482 -0.338 -0.420 -1.835
N -0.174 4.129 7.044 2.186 3.585 0.320
H -0.417 3.218 4.805 -0.492 -0.684 -0.371
H -1.482 1.857 5.420 0.391 0.098 -0.936
H -0.244 4.483 7.987 0.173 -0.183 -0.299
H 0.303 4.683 6.347 -0.221 0.048 0.296
C 2.734 6.127 -2.352 -1.646 1.919 -1.555
O 2.299 7.269 -2.282 0.005 0.653 -0.090
N 2.951 5.331 -1.384 0.898 -0.471 4.936
N 2.873 5.445 -3.471 0.266 -0.040 -3.793
H 2.936 5.884 -0.539 0.445 -0.924 0.782
H 3.461 4.472 -1.534 -0.185 0.124 1.105
H 2.262 5.822 -4.180 0.459 -0.676 -0.527
H 3.126 4.474 -3.355 -0.459 0.282 -0.930
C 1.047 3.442 0.081 0.228 0.165 -0.729
C -0.031 2.571 0.681 2.274 -0.418 2.793
C 0.490 1.678 1.835 0.662 -1.809 -1.933
O -0.410 0.539 1.852 0.388 1.031 -0.388
C -0.047 -0.418 2.804 0.322 0.481 0.209
N -0.968 3.369 1.423 -1.522 1.050 -1.363
H 0.626 4.202 -0.577 -0.339 -0.019 -0.108
H 1.690 2.854 -0.574 0.192 -0.107 0.122
H 1.687 4.014 0.751 -0.102 -0.296 0.460
H -0.362 1.911 -0.121 -0.735 -0.080 0.150
H 0.607 2.154 2.809 -0.658 0.365 0.124
H 1.505 1.347 1.613 0.186 -0.426 -0.113
H 0.163 0.150 3.711 -0.269 -0.532 0.724
H 0.887 -0.922 2.553 0.177 -0.201 -0.256
H -0.849 -1.152 2.882 0.005 0.146 0.276
H -1.673 3.548 0.722 -0.678 0.903 0.660
H -1.488 2.816 2.089 0.024 -0.337 0.175
C -4.552 -6.127 -1.205 0.181 0.180 -0.884
C -3.554 -5.312 -2.119 -0.927 -0.232 1.925
C -3.148 -3.969 -1.410 -0.034 -0.845 -0.722
O -2.110 -4.246 -0.450 -0.089 0.581 0.696
C -2.004 -3.338 0.665 -1.255 -0.208 0.328
N -2.377 -6.089 -2.382 0.228 -0.309 -0.072
H -5.554 -5.716 -1.330 -0.040 0.216 0.278
H -4.302 -6.183 -0.146 0.257 0.410 0.011
H -4.645 -7.166 -1.521 0.270 0.004 -0.307
H -4.070 -5.121 -3.060 -0.008 0.343 0.023
H -4.065 -3.522 -1.027 0.201 0.268 0.556
H -2.743 -3.347 -2.208 0.152 0.480 0.104
H -2.789 -3.525 1.398 -0.798 0.084 -0.359
H -2.058 -2.285 0.387 0.123 0.041 -0.280
H -1.194 -3.476 1.380 1.031 -0.490 -1.130
H -1.761 -5.500 -2.924 0.342 -0.052 -0.331
H -1.935 -6.119 -1.474 0.526 -0.441 0.149
C 1.844 -0.011 -6.531 0.640 0.633 -0.566
C 2.127 1.520 -6.732 -0.739 -0.168 1.012
C 3.133 2.031 -5.634 -0.769 -0.016 -1.649
O 2.668 2.074 -4.344 -0.116 -0.023 1.749
C 1.424 2.688 -4.083 -0.344 -1.295 0.184
N 2.507 1.950 -8.053 1.101 -1.044 -1.714
H 2.733 -0.562 -6.840 -0.089 -0.340 0.013
H 0.959 -0.381 -7.049 0.215 0.254 -0.533
H 1.618 -0.265 -5.495 0.410 0.392 0.261
H 1.106 1.900 -6.686 0.116 0.793 0.982
H 3.469 3.036 -5.889 0.216 0.161 -0.475
H 3.975 1.339 -5.607 0.214 0.072 -0.236
H 0.709 1.887 -4.273 -0.729 0.480 -0.172
H 1.216 3.594 -4.652 0.149 -0.070 -0.107
H 1.390 2.867 -3.008 0.011 0.309 -0.022
H 2.815 2.889 -8.258 -0.762 0.644 1.050
H 3.305 1.476 -8.450 0.015 -0.948 0.158
C 0.595 -0.689 -1.883 1.413 1.970 0.246
C 2.109 -0.909 -1.664 -1.166 0.408 1.218
C 2.527 -0.567 -0.226 -0.448 0.374 -0.181
O 3.884 -0.854 -0.034 0.822 -0.793 0.049
C 4.453 -0.689 1.258 -0.903 0.536 0.197
N 2.300 -2.273 -2.012 1.630 -1.098 -0.309
H 0.344 0.279 -1.449 -0.276 0.229 0.017
H -0.046 -1.416 -1.385 0.158 -0.318 -0.555
H 0.565 -0.544 -2.963 -0.995 -0.627 -0.011
H 2.701 -0.230 -2.277 -0.070 -0.149 -0.565
H 1.825 -1.121 0.397 0.181 -0.322 0.716
H 2.388 0.496 -0.032 -0.252 0.257 -0.058
H 4.205 0.271 1.711 0.207 0.626 -0.438
H 5.536 -0.790 1.199 -0.209 -0.109 -0.138
H 4.030 -1.348 2.016 0.056 -0.786 -0.188
H 1.784 -2.916 -1.428 -0.899 0.288 0.065
H 3.208 -2.527 -1.650 0.768 -0.087 -0.478
C 1.170 -6.032 -2.067 -0.939 -1.016 0.716
C 2.669 -5.908 -2.033 -0.379 2.841 1.028
C 3.144 -5.471 -0.591 0.433 -3.311 -1.393
O 2.538 -4.346 -0.174 -1.354 2.069 1.781
C 2.764 -4.097 1.226 -0.423 0.790 -0.085
N 3.192 -7.159 -2.488 0.472 0.018 -0.041
H 0.891 -6.254 -1.037 -0.766 -0.058 -0.065
H 0.935 -6.907 -2.674 -0.261 -0.128 0.113
H 0.550 -5.234 -2.476 0.496 0.413 0.296
H 2.797 -5.029 -2.665 1.128 0.070 -0.505
H 4.226 -5.427 -0.465 0.425 0.133 -0.410
H 2.827 -6.311 0.027 -0.019 -0.429 0.362
H 1.988 -3.527 1.738 -0.979 -0.011 -0.823
H 3.565 -3.369 1.354 0.866 -0.784 -0.056
H 2.787 -5.010 1.820 0.717 -0.150 -0.242
H 4.189 -7.107 -2.642 0.214 -0.050 -0.111
H 2.737 -7.238 -3.386 0.375 -0.712 -0.314
C -5.207 2.484 -0.742 -1.349 -1.723 0.210
C -3.754 2.589 -1.042 0.292 2.133 -2.033
C -3.530 2.939 -2.566 1.333 -1.503 -1.559
O -2.107 3.348 -2.869 -1.428 -0.683 0.742
C -1.716 3.893 -4.163 -1.190 -0.064 1.706
N -3.269 3.761 -0.360 0.738 0.375 0.825
H -5.691 1.642 -1.238 0.124 -0.106 -0.497
H -5.835 3.344 -0.976 0.443 0.300 0.039
H -5.362 2.192 0.297 0.149 0.486 0.244
H -3.162 1.739 -0.702 -0.140 -0.213 -0.296
H -4.241 3.643 -2.997 0.050 0.797 0.664
H -3.751 2.067 -3.181 0.262 -0.506 -0.041
H -1.573 3.153 -4.951 0.069 -0.244 0.183
H -0.799 4.413 -3.887 -0.019 0.061 -0.546
H -2.491 4.594 -4.472 0.142 0.232 -0.235
H -2.373 3.907 -0.802 0.394 0.554 -0.075
H -3.812 4.561 -0.649 -0.268 0.200 0.078
C -3.802 0.628 2.445 0.848 0.007 -1.663
C -5.222 0.348 2.723 -0.790 -0.922 1.303
C -5.423 -0.930 3.588 0.802 0.372 -0.459
O -4.755 -2.072 3.018 0.049 0.564 -0.305
C -5.314 -2.562 1.819 -0.645 -0.381 -0.154
N -5.902 1.524 3.255 -1.198 -0.021 -0.523
H -3.854 1.431 1.710 0.544 0.462 0.138
H -3.368 -0.190 1.870 0.423 -0.218 0.370
H -3.167 0.930 3.279 -0.166 -0.167 0.126
H -5.714 0.090 1.785 -0.112 0.312 -0.249
H -6.475 -1.170 3.739 -0.125 0.177 0.046
H -4.917 -0.746 4.536 -0.178 -0.256 0.219
H -5.118 -2.088 0.858 0.772 0.932 0.144
H -6.403 -2.527 1.851 -0.292 -0.394 0.343
H -4.954 -3.577 1.650 -0.223 -0.139 0.418
H -5.475 2.091 3.973 0.580 -0.584 0.216
H -6.011 2.149 2.469 -0.281 0.244 0.056
C -2.208 -3.955 4.404 1.092 0.610 -0.529
C -2.858 -5.308 4.176 0.542 -0.601 0.479
C -1.890 -6.376 3.520 -1.220 2.214 -0.058
O -2.588 -7.445 2.979 0.122 -2.322 -0.280
C -1.728 -8.453 2.366 -0.371 0.977 -0.720
N -3.250 -5.798 5.529 -0.718 -0.048 -0.537
H -1.648 -3.583 3.546 0.129 -0.294 -0.430
H -1.475 -3.984 5.210 -0.204 -0.098 0.215
H -2.903 -3.129 4.557 -0.351 -0.392 0.440
H -3.762 -5.095 3.606 0.045 -0.540 -0.535
H -1.252 -6.627 4.367 0.702 -0.325 -0.316
H -1.429 -5.924 2.642 0.942 0.473 0.409
H -2.316 -9.062 1.679 -0.525 -0.374 0.839
H -1.080 -9.020 3.035 -0.527 -0.095 0.465
H -1.042 -8.054 1.619 0.304 0.979 0.166
H -3.152 -6.801 5.601 0.340 -0.316 -0.192
H -4.256 -5.709 5.530 -0.286 0.231 0.567
```
Forces are in eV/Å.

Values from the calculation:
Kohn-Sham gap ... 9.29 eV
Highest occupied orbital energy ... -9.1 eV
2S+1 ... 1
E_tot ... -3367.7883 hartree

---

No. 3
Density functional theory data (ωB97M-V/def2-TZVPD) for a structure of composition C3H3CuMgO3.

XYZ file:
```
11
Properties=species:S:1:pos:R:3:forces:R:3
O 2.632 0.139 0.046 1.357 3.587 -0.245
C 2.273 -1.029 0.193 -3.912 -3.424 -0.836
C 1.058 -1.526 -0.529 3.731 -0.103 0.344
H 2.756 -1.727 0.877 0.181 0.272 0.203
H 0.899 -2.583 -0.347 -0.727 0.161 0.191
H 1.164 -1.319 -1.591 -0.674 0.371 0.000
Mg 1.453 1.638 -0.286 -1.151 -1.325 0.340
O -0.555 -0.652 -0.217 -1.070 -2.092 -0.364
C -0.698 0.586 -0.018 0.248 3.134 1.485
O -1.740 1.077 0.489 0.922 -1.484 -1.528
Cu -2.965 -1.006 -0.154 1.097 0.905 0.410
```
Forces are in eV/Å.

Values from the calculation:
Kohn-Sham gap (alpha / beta) ... 5.56 / 6.91 eV
Highest occupied orbital energy (alpha / beta) ... -10.9 / -12.3 eV
Net charge ... +1
2S+1 ... 2
E_tot ... -2182.0317 hartree
ΔE to the lowest compared entry with this formula, charge and spin ... 0.6274 eV

---

Q: The lowest E_tot belongs to which entry?
A: C38H110N16O13

---

Q: Among the records above, which one has the highest 2S+1?
A: C3H3CuMgO3

---

Q: Among the records above, which one has the lowest E_tot?
A: C38H110N16O13

---

Q: What is the 2S+1 in the third record?
A: 2